Record 1
{
  "formula": "C20H19ClF3N3O4S",
  "method": "ωB97M-V/def2-TZVPD",
  "homo_ev": -8.445,
  "total_energy_ha": -2396.0619,
  "e_lumo_ha": -0.0027,
  "largest_force_ha_per_bohr": 0.369,
  "symbols": ["C", "C", "H", "H", "O", "C", "O", "C", "N", "C", "C", "C", "C", "S", "C", "H", "H", "C", "H", "H", "C", "H", "H", "C", "O", "N", "H", "H", "H", "N", "C", "O", "C", "C", "C", "C", "C", "C", "Cl", "H", "H", "H", "H", "H", "C", "F", "F", "F", "H", "H", "H"],
  "coordinates": [[-0.882725, -3.918132, 2.473457], [-0.505766, -4.503665, 1.134745], [-1.224877, -5.364234, 0.740556], [0.590343, -4.905144, 1.219288], [-0.351939, -3.356538, -0.065921], [0.817394, -2.758568, -0.017448], [1.882978, -2.807468, 0.759324], [0.565274, -1.783364, -1.364229], [-0.723470, -1.273998, -1.388631], [-1.180449, -0.294373, -0.347576], [-2.158606, 0.361313, -0.610526], [-2.333685, 1.269149, 0.456910], [-1.557997, 1.240463, 1.566698], [-0.474657, -0.328349, 1.248535], [-1.761844, 1.908389, 2.730417], [-0.828699, 2.573296, 3.057146], [-1.762123, 1.412417, 3.857493], [-3.023548, 2.568326, 2.617401], [-4.031960, 1.929707, 2.985545], [-3.068686, 3.491222, 2.990747], [-3.273091, 2.489849, 0.912725], [-2.857989, 3.252378, 0.622391], [-4.346215, 2.152568, 0.783767], [-2.709255, 0.551484, -1.753585], [-2.703943, -0.263948, -3.032509], [-3.723993, 1.698146, -2.071785], [-3.643567, 2.649223, -1.399125], [-4.076706, 1.694434, -3.068082], [-1.091838, -1.078350, -2.099103], [1.631407, -0.797850, -0.967203], [1.552985, 0.384927, -1.544593], [0.712741, 0.998263, -2.263067], [2.712883, 1.257686, -0.953216], [2.478878, 2.670739, -0.448500], [3.469138, 3.435029, 0.050292], [4.668003, 2.777247, -0.000331], [5.007445, 1.788913, -0.697748], [4.145651, 0.813483, -0.782158], [4.554166, -0.657652, -1.730866], [6.209548, 1.260902, -0.574859], [5.508127, 3.658956, 0.562777], [3.335860, 4.184756, 0.618167], [1.506173, 2.864502, -0.429322], [2.460933, -1.015438, -0.389457], [0.897600, -2.633947, -2.661752], [1.896822, -3.088136, -2.471346], [-0.114696, -3.435354, -2.658064], [0.737014, -1.644755, -3.517010], [-1.906069, -3.506186, 2.115787], [-0.813353, -4.760219, 3.144075], [-0.209615, -3.162102, 2.659769]],
  "atomic_forces_ev_per_a": [[-3.0834, -0.4999, -3.7815], [2.4580, -1.6694, -1.9999], [1.5198, 2.3190, 0.5095], [-2.0631, 0.5408, -0.5901], [0.5938, -3.5905, 4.7546], [2.1581, 0.6808, 0.2389], [-5.7710, -0.2241, -3.7977], [3.1152, -0.3088, 4.7052], [6.0176, -0.9192, 16.5792], [11.3961, -11.9339, -0.2501], [-5.8659, 7.2779, 3.8950], [-1.7072, 4.5138, 5.1958], [2.1709, -7.2259, -5.3301], [-0.9466, 2.3453, -0.2856], [3.6589, 1.4379, 8.7953], [-1.8036, -0.4601, -1.2454], [0.0879, -0.1928, -2.9788], [-5.4455, -4.0177, -4.3100], [3.0588, 1.5276, -0.4537], [-0.3900, 3.7387, 1.2505], [-4.5289, -9.6923, 4.7460], [3.0823, 8.5539, -4.0143], [1.1984, 1.4915, -0.4444], [-8.2260, 0.6425, -16.9086], [0.8531, 3.7635, 7.6978], [3.0495, -0.2331, 3.5017], [-0.4463, -3.5091, -3.0615], [1.1074, 0.1219, 1.8475], [-6.8746, 3.3797, -14.1485], [-1.6514, -0.8766, -2.4500], [0.8797, 5.2814, 0.2941], [1.7958, -2.5706, 1.7065], [2.3803, 2.1270, 1.6599], [1.4781, -5.5470, -2.0387], [0.3790, -6.6507, -2.8742], [3.1123, 11.9976, 5.3264], [9.4547, -6.4545, 0.2066], [-7.5695, -2.3638, -5.1082], [0.3397, 0.3580, 0.8546], [-3.3127, 2.2199, -0.7757], [-1.7467, -3.2738, -1.8951], [-0.9870, 5.6847, 3.5565], [-4.0475, 1.4375, -0.1065], [-1.1834, -0.3013, -0.5061], [-14.8047, 10.9436, 4.5950], [16.1511, -8.0478, -0.1352], [-1.7724, -3.0749, -2.2880], [0.8515, -0.1226, -3.7486], [1.1540, -0.4371, 2.0957], [-0.5987, 0.0950, 0.5849], [1.3238, 1.7177, 0.9293]],
  "nbo_charge": [-0.65, -0.07, 0.22, 0.21, -0.51, 0.78, -0.65, 0.13, -0.54, 0.22, -0.43, 0.01, -0.06, 0.30, -0.52, 0.23, 0.24, -0.33, 0.19, 0.21, -0.38, 0.18, 0.24, 0.70, -0.70, -0.87, 0.40, 0.44, 0.39, -0.66, 0.67, -0.62, -0.11, -0.13, -0.23, -0.13, -0.27, -0.01, -0.04, 0.22, 0.19, 0.20, 0.21, 0.47, 1.01, -0.22, -0.30, -0.31, 0.22, 0.24, 0.23]
}

***

Record 2
{
  "formula": "C20H19CuN6O3SSe2",
  "method": "ωB97M-V/def2-TZVPD",
  "homo_ev": -7.778,
  "total_energy_ha": -8169.3892,
  "e_lumo_ha": -0.0080,
  "largest_force_ha_per_bohr": 0.002,
  "de_lowest_kcal_mol": 0.0,
  "symbols": ["Cu", "N", "C", "C", "C", "C", "C", "C", "S", "O", "O", "N", "C", "N", "C", "C", "C", "N", "H", "H", "H", "H", "H", "H", "H", "H", "H", "Se", "Se", "C", "C", "C", "C", "C", "N", "C", "C", "C", "C", "C", "N", "H", "H", "H", "H", "H", "H", "H", "H", "O", "H", "H"],
  "coordinates": [[-0.297750, -0.292881, -0.437131], [-3.760289, -1.448189, 5.311460], [-2.873598, -1.760572, 4.289413], [-1.631531, -2.332603, 4.576481], [-0.770444, -2.697482, 3.556950], [-1.136820, -2.489783, 2.233972], [-2.371448, -1.928142, 1.936032], [-3.234684, -1.564374, 2.953365], [-0.024526, -2.906666, 0.925054], [0.792518, -4.002615, 1.354465], [-0.866619, -3.104349, -0.246530], [0.818417, -1.569878, 0.583589], [1.840463, -1.145237, 1.387406], [2.033976, -1.691682, 2.598044], [3.067787, -1.252431, 3.298622], [3.919607, -0.258682, 2.848612], [3.602045, 0.278545, 1.611808], [2.581622, -0.137407, 0.879505], [-3.356953, -1.318087, 6.223971], [-4.470840, -0.770769, 5.090993], [-1.350794, -2.506673, 5.608833], [0.190948, -3.142195, 3.770013], [-2.657550, -1.786282, 0.902148], [-4.202703, -1.138054, 2.717165], [3.211846, -1.711208, 4.272562], [4.763263, 0.085746, 3.427507], [4.192037, 1.087580, 1.189671], [-1.153587, 2.948849, -1.587507], [0.884634, 2.130912, -0.861519], [0.524296, 2.092024, 1.037417], [1.273324, 2.869872, 1.903534], [1.079672, 2.685711, 3.264669], [0.147760, 1.754028, 3.690589], [-0.573192, 1.048137, 2.738354], [-0.388343, 1.215286, 1.429969], [-2.088251, 1.359972, -2.152072], [-3.118696, 1.573207, -3.061626], [-3.866693, 0.490529, -3.480836], [-3.552132, -0.771851, -2.999044], [-2.502234, -0.896943, -2.113472], [-1.787577, 0.156529, -1.681048], [1.992476, 3.580894, 1.522047], [1.654389, 3.259571, 3.980107], [-0.021208, 1.567897, 4.742126], [-1.310987, 0.308162, 3.026009], [-3.312600, 2.568686, -3.437682], [-4.674596, 0.627903, -4.187566], [-4.098369, -1.650221, -3.310349], [-2.203536, -1.859268, -1.718436], [0.402501, -2.145952, -2.678350], [0.058688, -2.638214, -1.914056], [1.302850, -1.925153, -2.418667]],
  "atomic_forces_ev_per_a": [[0.0982, 0.0130, -0.0393], [0.0003, 0.0010, -0.0015], [-0.0009, -0.0001, 0.0022], [0.0008, 0.0027, -0.0047], [-0.0009, -0.0075, 0.0037], [0.0087, 0.0046, 0.0056], [-0.0069, 0.0017, -0.0020], [0.0017, -0.0005, 0.0060], [-0.0226, -0.0004, 0.0054], [0.0135, 0.0027, -0.0059], [0.0121, -0.0051, -0.0006], [-0.0444, -0.0370, 0.0035], [-0.0079, 0.0158, -0.0153], [0.0106, -0.0048, -0.0027], [-0.0065, 0.0123, 0.0060], [0.0061, -0.0042, 0.0002], [-0.0112, 0.0057, -0.0007], [0.0082, -0.0020, -0.0001], [0.0000, -0.0001, 0.0005], [-0.0005, -0.0001, 0.0005], [0.0000, 0.0002, 0.0010], [-0.0066, -0.0005, 0.0005], [0.0008, -0.0011, -0.0040], [0.0000, 0.0001, -0.0015], [0.0025, -0.0035, -0.0008], [0.0017, -0.0015, -0.0011], [0.0039, -0.0022, 0.0006], [0.0238, 0.0198, 0.0048], [-0.0463, -0.0132, 0.0250], [0.0089, 0.0062, -0.0189], [0.0009, 0.0063, 0.0035], [0.0018, 0.0002, -0.0033], [0.0023, -0.0055, -0.0051], [0.0054, 0.0026, 0.0060], [-0.0215, 0.0175, 0.0291], [-0.0068, -0.0246, 0.0056], [0.0007, 0.0002, -0.0003], [-0.0002, -0.0065, 0.0019], [0.0003, 0.0090, -0.0048], [-0.0015, -0.0016, 0.0052], [-0.0141, 0.0063, -0.0146], [0.0008, -0.0010, 0.0001], [0.0005, -0.0003, 0.0000], [-0.0029, 0.0007, 0.0002], [-0.0027, 0.0008, 0.0040], [-0.0010, -0.0004, -0.0004], [0.0001, 0.0014, -0.0001], [0.0011, -0.0019, 0.0006], [-0.0036, 0.0035, 0.0020], [-0.0072, -0.0118, -0.0034], [0.0085, -0.0032, -0.0032], [-0.0079, 0.0063, 0.0109]],
  "nbo_charge": [0.82, -0.80, 0.18, -0.30, -0.08, -0.42, -0.16, -0.28, 2.35, -0.93, -1.01, -1.06, 0.56, -0.51, 0.10, -0.37, 0.09, -0.51, 0.38, 0.38, 0.21, 0.25, 0.23, 0.21, 0.19, 0.22, 0.19, 0.19, 0.22, 0.03, -0.22, -0.17, -0.25, 0.06, -0.50, 0.07, -0.28, -0.14, -0.25, 0.07, -0.57, 0.22, 0.22, 0.23, 0.22, 0.23, 0.22, 0.23, 0.24, -0.97, 0.50, 0.47]
}

***

Record 3
{
  "formula": "C20H19F3IrN2O4Si",
  "method": "ωB97M-V/def2-TZVPD",
  "homo_ev": [-15.256, -15.256],
  "total_energy_ha": -1876.7356,
  "total_charge": 2,
  "e_lumo_ha": [-0.3547, -0.3615],
  "largest_force_ha_per_bohr": 0.076,
  "de_lowest_kcal_mol": 51.5,
  "multiplicity": 2,
  "s2": 0.78,
  "symbols": ["Ir", "O", "C", "O", "C", "C", "C", "C", "C", "C", "N", "C", "C", "C", "C", "C", "C", "N", "H", "H", "H", "H", "H", "H", "H", "H", "H", "H", "F", "C", "F", "F", "C", "O", "O", "C", "Si", "C", "C", "C", "C", "H", "H", "H", "H", "H", "H", "H", "H", "H"],
  "coordinates": [[-0.221319, 0.050306, 0.379734], [-4.658091, -0.712789, -5.699908], [-5.109945, 0.068670, -4.706715], [-6.185038, 0.581095, -4.774193], [-4.217982, 0.288884, -3.499662], [-2.947539, -0.248542, -3.341470], [-2.213695, 0.027406, -2.199009], [-2.758360, 0.828529, -1.208092], [-4.029653, 1.375591, -1.353375], [-4.749397, 1.098669, -2.496552], [-1.965944, 1.081059, -0.032588], [-2.320532, 1.858230, 0.929368], [-1.359892, 2.027575, 2.012556], [-1.517339, 2.860147, 3.094029], [-0.506933, 2.910837, 4.056285], [0.613177, 2.112190, 3.912290], [0.727263, 1.283350, 2.807989], [-0.237654, 1.257267, 1.879429], [-3.788603, -1.083388, -5.526347], [-2.498736, -0.889508, -4.088422], [-1.220183, -0.393260, -2.100432], [-4.475818, 2.011412, -0.601399], [-5.741468, 1.504366, -2.639773], [-3.265860, 2.388297, 0.944072], [-2.418504, 3.449777, 3.193174], [-0.605265, 3.567152, 4.910641], [1.405854, 2.117175, 4.646752], [1.571959, 0.628641, 2.655475], [-1.634118, -3.495374, 3.085953], [-1.187604, -3.614520, 1.840663], [-0.054972, -4.311892, 1.831129], [-2.095432, -4.205915, 1.086046], [-0.879531, -2.203007, 1.292492], [-0.023562, -1.483736, 1.871729], [-1.440152, -1.749621, 0.257162], [4.745265, -2.249659, 0.701164], [4.648684, -0.622406, -0.185211], [5.164364, -0.858689, -1.944955], [5.560090, 0.672142, 0.755811], [2.796370, -0.223031, -0.185320], [1.553837, -0.003503, -0.134132], [5.771772, -2.599267, 0.570587], [4.061844, -2.988118, 0.279325], [4.532208, -2.146377, 1.765787], [6.221307, -1.134277, -1.938280], [5.050531, 0.041428, -2.551082], [4.590030, -1.659629, -2.411036], [6.625599, 0.445453, 0.674638], [5.284174, 0.658392, 1.810901], [5.404793, 1.682467, 0.372769]],
  "atomic_forces_ev_per_a": [[-2.2626, -3.1580, 0.3950], [-0.0889, 0.1240, 0.1633], [-0.0249, -0.1415, -0.2714], [0.0639, 0.0371, 0.1176], [-0.0206, -0.0315, 0.0325], [-0.0076, 0.0370, -0.0110], [-0.0452, 0.0231, 0.0274], [0.0303, 0.1430, 0.2302], [-0.0642, -0.0447, -0.0486], [-0.0030, 0.0327, 0.0073], [-0.1334, 0.5381, -1.0697], [0.5166, 0.2056, 0.2434], [0.1327, -0.1370, -0.1404], [0.0217, 0.0045, 0.1771], [-0.0183, 0.0167, -0.0283], [-0.0719, 0.0591, 0.1129], [-0.3367, 0.0780, -0.1050], [0.7674, 1.6424, 0.8476], [0.0760, -0.0480, -0.0223], [0.0325, 0.0272, -0.0102], [0.0895, -0.0415, 0.0049], [-0.0307, -0.0306, -0.0133], [-0.0036, 0.0117, -0.0162], [-0.0217, -0.0674, 0.0165], [0.0002, 0.0164, 0.0012], [-0.0089, -0.0126, -0.0007], [0.0050, 0.0165, 0.0046], [0.0366, 0.0130, -0.0468], [0.0405, -0.0269, -0.0472], [-0.1011, -0.1122, 0.0780], [-0.1638, 0.0644, -0.0004], [0.1699, 0.1114, 0.1102], [-0.5852, -0.2933, -0.7174], [1.3492, 0.7855, -0.7067], [-0.0140, -0.3832, -0.0423], [-0.3639, 0.0346, 0.1239], [0.4080, -0.5904, -0.4365], [-0.1166, 0.3158, -0.0093], [-0.2184, 0.4672, 0.0521], [-1.2172, 0.4806, -0.0136], [1.7578, 0.2498, 1.0090], [-0.0171, -0.0940, 0.0712], [0.1217, -0.0592, -0.0041], [0.0843, -0.0767, 0.0100], [-0.0148, -0.0445, -0.1049], [0.0551, -0.0228, 0.0002], [0.0709, -0.0514, -0.0118], [-0.0018, -0.0225, 0.0301], [0.0703, -0.0062, 0.0220], [0.0557, -0.0396, -0.0101]],
  "nbo_charge": [1.36, -0.63, 0.76, -0.51, -0.10, -0.19, -0.13, 0.06, -0.20, -0.13, -0.47, 0.20, 0.09, -0.15, -0.09, -0.19, 0.10, -0.36, 0.48, 0.23, 0.20, 0.22, 0.28, 0.25, 0.27, 0.27, 0.27, 0.25, -0.28, 0.92, -0.28, -0.27, 0.71, -0.54, -0.63, -1.09, 1.55, -1.11, -1.11, -0.14, -0.22, 0.27, 0.25, 0.25, 0.27, 0.26, 0.26, 0.28, 0.25, 0.26]
}